Entry 1:
{"formula": "C8H6NO", "method": "ωB97M-V/def2-TZVPD", "homo_ha": [-0.5115, -0.5115], "e_tot_ev": -11919.23093, "e_above_lowest_kj_mol": 199.6, "charge": 1, "lumo_ev": [-6.36, -6.36], "gap_ha": [0.2776, 0.2776], "symbols": ["C", "C", "C", "C", "C", "C", "C", "C", "N", "O", "H", "H", "H", "H", "H", "H"], "positions_angstrom": [[2.881, -1.665, -0.015], [-1.677, 0.444, -0.084], [-0.946, -0.737, -0.068], [-1.061, 1.683, -0.045], [0.438, -0.632, -0.017], [0.328, 1.796, 0.004], [0.984, 0.599, 0.013], [2.957, 0.724, -0.027], [3.346, -0.573, -0.026], [3.512, 1.743, -0.046], [3.115, -2.705, -0.015], [-2.754, 0.386, -0.128], [-1.431, -1.699, -0.103], [-1.650, 2.590, -0.063], [1.102, -1.528, -0.006], [0.833, 2.747, 0.028]], "forces_ev_per_angstrom": [[2.1, 2.4, -0.1], [-0.2, -0.2, 0.0], [0.1, 0.0, 0.0], [0.2, 0.3, 0.0], [0.3, 0.2, 0.0], [-0.3, 0.0, 0.0], [3.5, 0.2, -0.1], [-5.2, 2.5, 0.2], [-0.3, -4.4, 0.0], [0.6, -0.2, 0.0], [-0.3, -0.7, 0.0], [-0.1, 0.0, 0.0], [-0.1, -0.1, 0.0], [-0.1, 0.0, 0.0], [-0.4, -0.1, 0.0], [0.1, 0.1, 0.0]]}



Entry 2:
{"formula": "C6H9Cl2N2", "method": "ωB97M-V/def2-TZVPD", "homo_ha": -0.4719, "smiles": "N[C@]1(Cl)C=CC([NH3+])=C(Cl)C1", "e_tot_ev": -34384.95336, "e_above_lowest_kj_mol": 4.0, "charge": 1, "lumo_ev": -3.95, "gap_ha": 0.3266, "symbols": ["N", "C", "Cl", "C", "C", "C", "N", "C", "Cl", "C", "H", "H", "H", "H", "H", "H", "H", "H", "H"], "positions_angstrom": [[-1.184, -0.967, 2.271], [-0.181, -0.684, 1.377], [1.710, -1.405, 1.813], [0.157, 0.762, 1.392], [0.396, 1.422, 0.227], [0.372, 0.679, -1.034], [0.718, 1.414, -2.208], [-0.118, -0.564, -1.151], [-0.258, -1.322, -2.726], [-0.543, -1.289, 0.068], [-1.603, -1.841, 1.998], [-1.015, -0.638, 3.201], [0.176, 1.222, 2.316], [0.884, 2.388, 0.093], [0.147, 2.195, -2.345], [0.404, 0.685, -2.993], [1.760, 1.662, -2.295], [-1.715, -1.423, -0.031], [-0.107, -2.296, 0.029]], "forces_ev_per_angstrom": [[0.9, -0.2, -1.0], [0.4, 1.2, 0.4], [-1.4, 0.3, -0.3], [0.4, 0.2, -3.3], [0.8, -1.2, 0.6], [-0.9, -0.7, 1.4], [1.9, -2.9, -2.7], [0.7, 0.7, -0.1], [0.0, 0.2, 0.7], [-1.9, -1.6, -1.7], [-0.4, -0.2, 1.4], [-0.4, -0.6, 0.6], [0.2, 1.0, 1.8], [-0.6, 0.2, 0.8], [-1.0, 2.0, -0.1], [1.2, 1.7, 1.1], [-1.8, -0.4, 0.1], [2.2, 0.3, 0.3], [-0.2, 0.1, 0.0]]}



Entry 3:
{"formula": "C31H44N4OP2Ru", "method": "ωB97M-V/def2-TZVPD", "homo_ha": [-0.4446, -0.4446], "e_tot_ev": -62006.62330, "e_above_lowest_kj_mol": 0.0, "charge": 2, "s_squared": 6.039, "multiplicity": 5, "lumo_ev": [-5.83, -9.26], "gap_ha": [0.2304, 0.1045], "symbols": ["Ru", "C", "C", "C", "C", "C", "C", "C", "C", "C", "H", "H", "H", "H", "H", "H", "H", "H", "H", "H", "H", "H", "H", "H", "H", "P", "P", "N", "N", "N", "N", "C", "C", "C", "C", "C", "C", "C", "C", "C", "C", "C", "C", "C", "C", "C", "C", "C", "C", "H", "H", "H", "H", "H", "H", "H", "H", "H", "H", "H", "H", "H", "H", "H", "H", "H", "H", "H", "H", "C", "C", "C", "C", "O", "H", "H", "H", "H", "H", "H", "H", "H", "H"], "positions_angstrom": [[-1.048, 0.924, -0.774], [0.696, -0.756, -2.108], [0.236, 0.510, -2.517], [-0.695, 0.659, -3.714], [-2.180, 0.900, -3.421], [-2.641, 0.548, -2.035], [-2.313, -0.711, -1.450], [-1.662, -1.867, -2.182], [-0.105, -1.985, -2.150], [-2.230, 1.356, 0.766], [1.748, -0.881, -1.846], [0.921, 1.362, -2.374], [-0.603, -0.220, -4.362], [-0.315, 1.511, -4.308], [-2.389, 1.969, -3.589], [-2.788, 0.369, -4.169], [-3.532, 1.056, -1.656], [-2.920, -1.011, -0.589], [-2.023, -1.927, -3.223], [-2.056, -2.770, -1.679], [0.158, -2.618, -1.282], [0.184, -2.602, -3.026], [-1.630, 1.769, 1.590], [-2.739, 0.447, 1.121], [-2.988, 2.082, 0.431], [-5.098, 2.086, -4.190], [-1.710, 2.780, -5.943], [-6.253, 0.762, -4.432], [-6.382, 3.343, -4.356], [-1.589, 1.521, -7.163], [-1.075, 4.055, -7.077], [-4.550, 2.104, -5.973], [-3.504, 3.199, -6.250], [-6.620, -0.126, -3.413], [-7.610, -0.969, -3.902], [-7.885, -0.579, -5.253], [-7.038, 0.480, -5.553], [-6.624, 4.326, -3.390], [-7.613, 5.185, -3.854], [-8.010, 4.715, -5.146], [-7.243, 3.594, -5.426], [-0.897, 0.310, -7.002], [-1.331, -0.591, -7.965], [-2.232, 0.114, -8.831], [-2.396, 1.395, -8.306], [-0.887, 4.099, -8.464], [-0.586, 5.400, -8.848], [-0.613, 6.210, -7.664], [-0.937, 5.370, -6.606], [-5.404, 2.291, -6.645], [-4.182, 1.090, -6.211], [-3.621, 3.547, -7.290], [-3.673, 4.077, -5.603], [-6.115, -0.081, -2.457], [-8.083, -1.782, -3.369], [-8.604, -1.001, -5.940], [-6.922, 1.036, -6.473], [-6.061, 4.329, -2.468], [-8.012, 6.051, -3.346], [-8.760, 5.131, -5.803], [-7.235, 2.981, -6.311], [-0.118, 0.209, -6.259], [-1.066, -1.634, -8.044], [-2.692, -0.235, -9.741], [-2.992, 2.217, -8.653], [-0.988, 3.212, -9.076], [-0.375, 5.730, -9.857], [-0.415, 7.270, -7.605], [-1.086, 5.584, -5.560], [2.398, -0.603, 0.970], [1.032, -0.047, 1.364], [0.094, -1.221, 1.559], [1.283, 0.701, 2.679], [0.601, 0.900, 0.386], [2.869, -1.065, 1.851], [3.042, 0.201, 0.605], [2.307, -1.366, 0.191], [0.511, -1.899, 2.317], [-0.897, -0.914, 1.893], [-0.007, -1.794, 0.633], [2.023, 1.494, 2.523], [0.376, 1.167, 3.072], [1.676, 0.004, 3.437]], "forces_ev_per_angstrom": [[3.5, 0.0, 2.9], [-0.5, 2.2, -1.0], [1.5, -1.7, -1.1], [-0.1, -0.4, -0.2], [-0.2, 0.6, -0.5], [-0.5, -1.4, 0.0], [-1.0, 0.9, -0.4], [0.3, -0.5, 0.1], [-0.8, -1.1, -0.2], [-1.3, 0.3, 0.8], [-0.4, 0.3, 0.7], [0.0, -0.5, 0.0], [0.0, 0.1, 0.3], [0.0, -0.5, 0.4], [0.0, -0.3, 0.2], [0.0, 0.0, 0.1], [0.3, -0.1, -0.1], [0.3, 0.2, -0.3], [0.0, 0.3, 0.4], [0.3, 0.3, -0.4], [0.1, 0.3, -0.4], [0.1, 0.3, 0.3], [-0.2, -0.1, -0.4], [0.0, 0.3, 0.0], [0.1, -0.2, 0.2], [-3.9, 0.2, -1.6], [-0.6, -0.6, -2.9], [0.6, -0.4, 0.4], [0.9, 0.5, 0.3], [0.1, -0.1, 0.3], [0.0, 1.5, 0.0], [0.5, -0.1, 0.2], [0.1, 0.4, 0.1], [-0.5, -0.4, -1.0], [0.6, 0.7, 0.1], [1.0, 0.9, 0.2], [-0.2, -0.8, 0.5], [-0.5, 0.5, -0.7], [0.6, -0.8, 0.1], [0.9, -0.9, 0.2], [-0.1, 0.8, 0.3], [-0.7, -0.6, -0.6], [0.2, 1.1, 0.4], [0.0, 1.4, 1.1], [0.5, -1.5, -0.1], [-0.4, -0.9, 1.9], [0.2, 2.6, 1.7], [0.3, -0.4, -2.9], [-0.1, -2.2, -0.4], [0.5, -0.1, 0.5], [0.0, 0.4, 0.0], [0.2, 0.0, 0.5], [-0.2, -0.1, -0.2], [-0.2, 0.0, -0.1], [0.1, 0.2, 0.0], [0.1, 0.0, 0.2], [-0.2, -0.3, 0.2], [-0.1, 0.0, 0.0], [0.1, -0.2, 0.1], [0.1, 0.0, 0.1], [-0.2, 0.2, 0.2], [-0.3, 0.0, -0.1], [0.3, 0.2, -0.1], [-0.1, -0.1, 0.1], [-0.2, -0.1, -0.1], [0.1, 0.0, 0.2], [0.0, 0.0, 0.2], [0.0, -0.1, 0.0], [0.1, 0.1, 0.1], [0.4, -0.1, -0.3], [0.9, -0.1, 0.6], [-0.3, -0.1, 0.1], [-0.2, 0.4, 0.3], [-1.4, -0.4, -0.6], [-0.1, 0.1, -0.4], [0.0, -0.1, 0.1], [0.1, 0.0, 0.1], [-0.1, 0.2, -0.2], [0.0, 0.0, 0.1], [0.0, 0.0, 0.1], [-0.1, -0.2, 0.0], [0.0, -0.1, 0.0], [-0.2, 0.2, -0.3]]}



Entry 4:
{"formula": "C9H9N3O2", "method": "ωB97M-V/def2-TZVPD", "homo_ha": -0.3389, "e_tot_ev": -18040.79792, "e_above_lowest_kj_mol": 478.2, "lumo_ev": 0.82, "gap_ha": 0.3690, "symbols": ["C", "C", "C", "C", "C", "C", "C", "C", "C", "N", "N", "N", "O", "O", "H", "H", "H", "H", "H", "H", "H", "H", "H"], "positions_angstrom": [[-1.185, 1.147, 3.179], [-1.178, -0.138, 2.672], [-0.518, 2.155, 2.483], [-0.445, -0.420, 1.552], [0.037, 1.928, 1.240], [0.030, 0.589, 0.741], [1.281, -0.798, -0.893], [-0.141, 0.896, -1.658], [0.362, -1.795, -3.138], [1.812, -1.708, -0.253], [0.481, 0.221, -0.530], [1.201, -0.639, -2.763], [-0.867, 1.800, -1.528], [0.316, 0.462, -2.876], [-1.726, 1.412, 4.136], [-1.598, -1.039, 3.099], [-0.530, 3.173, 2.942], [-0.323, -1.419, 1.134], [0.274, 2.872, 0.677], [1.005, -2.378, -3.859], [0.054, -2.408, -2.308], [-0.677, -1.403, -3.531], [2.331, -2.510, -0.518]], "forces_ev_per_angstrom": [[-0.7, 0.4, 1.3], [0.5, -0.8, 0.7], [-0.6, 0.6, 0.9], [0.0, -0.1, -1.7], [-0.2, 0.3, -1.1], [0.3, 1.4, 1.9], [0.3, -1.0, -3.1], [2.2, -1.1, -0.1], [-0.9, 0.2, -1.6], [-0.7, 1.1, 0.9], [-0.1, 1.0, -3.0], [-0.4, -0.7, 3.8], [-1.5, 1.4, 0.0], [-0.2, 0.8, 1.5], [0.7, -0.5, -1.3], [-0.4, 0.5, 0.7], [0.1, -0.9, -0.7], [-0.3, 0.0, 0.5], [0.3, -1.6, 0.2], [-1.3, 0.4, 0.5], [0.3, -0.5, 0.5], [2.3, -0.8, 0.1], [0.4, -0.1, -0.9]]}



Entry 5:
{"formula": "HO3PS2", "method": "ωB97M-V/def2-TZVPD", "homo_ha": -0.3510, "e_tot_ev": -37117.68878, "e_above_lowest_kj_mol": 140.0, "lumo_ev": -1.65, "gap_ha": 0.2904, "symbols": ["O", "O", "O", "P", "S", "S", "H"], "positions_angstrom": [[1.740, 1.554, 1.141], [1.250, 2.736, 3.196], [-0.621, 0.369, -0.099], [0.105, 1.650, -0.872], [-0.907, 3.137, -0.188], [0.730, 1.890, 2.163], [-0.067, -0.540, -0.114]], "forces_ev_per_angstrom": [[-1.4, 0.1, 1.3], [-0.5, -0.1, 0.1], [2.1, -2.6, -0.3], [-1.0, -0.4, 0.5], [0.3, -0.1, -0.5], [2.3, 0.0, -0.8], [-1.7, 3.1, -0.2]]}



Entry 6:
{"formula": "C31H29BiFN5O3Si", "method": "ωB97M-V/def2-TZVPD", "homo_ha": -0.2794, "e_tot_ev": -62648.87719, "lumo_ev": -0.12, "gap_ha": 0.2751, "symbols": ["Bi", "O", "C", "N", "C", "C", "C", "C", "C", "C", "N", "C", "C", "C", "C", "C", "N", "H", "H", "H", "H", "H", "H", "H", "H", "H", "H", "C", "Si", "C", "C", "N", "C", "C", "C", "C", "C", "C", "F", "H", "H", "H", "H", "H", "H", "H", "H", "H", "H", "H", "H", "H", "O", "C", "O", "C", "C", "C", "C", "C", "C", "C", "C", "C", "N", "H", "H", "H", "H", "H", "H"], "positions_angstrom": [[0.185, -0.162, -0.446], [-4.048, 0.462, 0.448], [-2.861, 0.169, 0.471], [-1.971, 0.406, -0.493], [-2.306, 1.328, -1.540], [-1.234, 2.379, -1.626], [-1.442, 3.618, -2.221], [-0.397, 4.523, -2.265], [0.828, 4.168, -1.714], [0.956, 2.916, -1.142], [-0.055, 2.066, -1.111], [-2.251, -0.460, 1.691], [-2.920, -0.326, 2.903], [-2.303, -0.762, 4.060], [-1.055, -1.364, 3.964], [-0.479, -1.487, 2.711], [-1.055, -1.029, 1.611], [-3.285, 1.777, -1.336], [-2.355, 0.808, -2.507], [-2.411, 3.850, -2.635], [-0.529, 5.489, -2.730], [1.667, 4.845, -1.736], [1.877, 2.565, -0.703], [-3.893, 0.139, 2.897], [-2.786, -0.640, 5.020], [-0.544, -1.730, 4.841], [0.484, -1.960, 2.581], [4.506, 0.864, 0.501], [3.035, -0.265, 0.972], [3.351, -1.324, 2.549], [2.945, -1.538, -0.446], [1.589, 0.670, 1.161], [1.344, 1.532, 2.182], [2.303, 1.848, 3.162], [2.043, 2.704, 4.208], [0.805, 3.308, 4.346], [-0.167, 3.035, 3.402], [0.112, 2.180, 2.359], [-0.906, 1.975, 1.468], [5.409, 0.277, 0.370], [4.717, 1.625, 1.244], [4.311, 1.366, -0.443], [4.395, -1.299, 2.842], [3.098, -2.366, 2.377], [2.774, -0.976, 3.400], [3.906, -2.037, -0.536], [2.746, -1.066, -1.401], [2.199, -2.312, -0.289], [3.275, 1.392, 3.091], [2.820, 2.903, 4.931], [0.598, 3.976, 5.166], [-1.151, 3.476, 3.457], [1.442, 0.203, -4.776], [0.983, -0.118, -3.693], [1.274, 0.410, -2.576], [-0.049, -1.256, -3.672], [-0.516, -1.807, -4.884], [-1.450, -2.803, -4.838], [-1.892, -3.290, -3.586], [-2.814, -4.345, -3.436], [-3.166, -4.783, -2.189], [-2.654, -4.156, -1.041], [-1.778, -3.113, -1.148], [-1.362, -2.674, -2.421], [-0.475, -1.669, -2.510], [-0.118, -1.408, -5.805], [-1.862, -3.232, -5.741], [-3.229, -4.799, -4.324], [-3.852, -5.609, -2.072], [-2.968, -4.498, -0.066], [-1.389, -2.592, -0.287]], "forces_ev_per_angstrom": [[0.2, 0.0, -0.4], [-0.2, 0.1, 0.2], [0.0, -0.1, -0.3], [0.3, -0.2, -0.2], [-0.4, -0.2, -0.1], [-0.2, 0.5, -0.2], [0.1, -0.1, 0.0], [0.0, -0.2, 0.0], [0.0, 0.0, 0.0], [0.3, 0.5, -0.2], [-0.3, 0.0, 0.1], [-0.5, 0.0, 0.8], [0.0, -0.1, -0.1], [0.1, -0.1, -0.2], [-0.1, 0.0, -0.1], [0.1, -0.2, 0.5], [-0.3, 0.1, -0.2], [0.1, 0.0, -0.1], [-0.1, 0.1, 0.0], [-0.1, 0.0, 0.0], [0.0, 0.1, 0.0], [0.1, 0.0, 0.0], [0.2, 0.0, 0.0], [-0.1, 0.1, 0.0], [0.0, 0.0, 0.0], [0.1, 0.0, 0.0], [0.2, 0.0, 0.0], [-0.5, -0.5, 0.4], [1.1, -0.2, 0.4], [0.0, 0.5, -0.5], [-0.3, 0.5, 0.4], [0.0, -0.7, -0.9], [-0.1, 0.4, 0.4], [-0.1, 0.0, -0.1], [0.0, 0.1, 0.2], [0.0, 0.0, 0.0], [0.0, -0.1, -0.1], [-0.1, 0.3, 0.3], [0.4, -0.1, 0.1], [0.2, -0.2, 0.0], [0.0, 0.2, 0.2], [-0.1, 0.0, -0.2], [0.3, 0.0, 0.1], [-0.1, -0.2, -0.1], [-0.1, 0.1, 0.1], [0.2, 0.0, 0.2], [0.0, 0.1, -0.3], [-0.1, -0.2, 0.1], [0.2, -0.1, 0.0], [0.1, 0.0, 0.1], [0.0, 0.1, 0.1], [-0.1, 0.0, 0.0], [0.0, -0.1, -0.4], [0.1, 0.0, -0.4], [-0.1, -0.2, 0.7], [0.0, 0.1, -0.2], [-0.1, -0.1, -0.1], [0.2, 0.2, 0.1], [0.2, 0.2, 0.4], [-0.1, -0.1, 0.1], [-0.1, 0.0, -0.3], [0.2, 0.2, 0.2], [-0.1, -0.1, -0.1], [-0.6, -0.6, -0.5], [0.3, 0.4, 0.0], [0.0, 0.0, -0.1], [0.0, 0.0, -0.1], [0.0, -0.1, -0.1], [-0.1, 0.0, 0.0], [0.0, 0.0, 0.1], [0.0, -0.1, 0.2]]}